[1]
{
  "formula": "C19H76Fe2O31S3",
  "method": "ωB97M-V/def2-TZVPD",
  "multiplicity": 11,
  "lumo_energy_ev": [-0.82, -1.26],
  "de_lowest_kcal_mol": 0.00,
  "total_energy_ev": -185680.4487,
  "total_charge": 0,
  "s2": 30.013,
  "orbital_gap_ev": [7.1, 6.7],
  "largest_force_ev_per_a": 8.79,
  "species": ["Fe", "Fe", "S", "O", "O", "O", "O", "S", "O", "O", "O", "O", "S", "O", "O", "O", "O", "C", "O", "H", "H", "H", "H", "C", "O", "H", "H", "H", "H", "C", "O", "H", "H", "H", "H", "C", "O", "H", "H", "H", "H", "C", "O", "H", "H", "H", "H", "C", "O", "H", "H", "H", "H", "C", "O", "H", "H", "H", "H", "C", "O", "H", "H", "H", "H", "C", "O", "H", "H", "H", "H", "C", "O", "H", "H", "H", "H", "C", "O", "H", "H", "H", "H", "C", "O", "H", "H", "H", "H", "C", "O", "H", "H", "H", "H", "C", "O", "H", "H", "H", "H", "C", "O", "H", "H", "H", "H", "C", "O", "H", "H", "H", "H", "C", "O", "H", "H", "H", "H", "C", "O", "H", "H", "H", "H", "C", "O", "H", "H", "H", "H"],
  "coordinates": [[9.728, -10.328, -18.515], [10.994, -10.314, -22.884], [9.042, -11.642, -20.768], [7.974, -12.622, -20.995], [9.733, -11.279, -21.970], [8.603, -10.455, -20.088], [9.924, -11.946, -19.680], [11.999, -10.384, -25.330], [11.521, -9.547, -26.387], [13.001, -11.280, -25.778], [12.265, -9.657, -24.102], [10.912, -11.124, -24.658], [11.549, -8.905, -20.030], [10.278, -8.632, -19.402], [12.672, -8.019, -19.768], [11.586, -10.070, -19.198], [11.417, -9.232, -21.428], [14.576, -6.047, -17.428], [13.273, -5.970, -17.983], [14.674, -6.889, -16.743], [15.375, -6.048, -18.169], [14.831, -5.119, -16.917], [13.270, -6.548, -18.749], [10.575, -7.930, -16.532], [9.995, -9.190, -16.708], [11.631, -7.842, -16.787], [9.936, -7.265, -17.113], [10.568, -7.562, -15.506], [9.609, -9.383, -15.850], [12.136, -11.490, -16.469], [10.867, -11.800, -17.060], [12.866, -12.148, -16.940], [12.335, -10.424, -16.571], [12.133, -11.787, -15.420], [10.824, -12.752, -17.182], [15.541, -13.947, -19.789], [15.059, -13.187, -18.700], [16.110, -13.318, -20.474], [16.163, -14.759, -19.414], [14.759, -14.467, -20.342], [15.073, -13.692, -17.884], [14.187, -3.478, -19.959], [13.936, -2.223, -20.568], [14.036, -3.402, -18.883], [13.601, -4.290, -20.390], [15.221, -3.784, -20.117], [14.344, -2.131, -21.432], [13.751, -11.244, -21.666], [12.393, -11.614, -22.099], [14.076, -10.242, -21.946], [13.672, -11.329, -20.582], [14.455, -12.004, -22.005], [12.312, -12.558, -21.945], [8.276, -9.034, -23.778], [9.643, -8.853, -23.386], [7.579, -8.971, -22.943], [8.032, -8.182, -24.413], [8.162, -9.996, -24.277], [9.657, -7.967, -23.017], [5.714, -6.769, -15.846], [7.045, -6.615, -16.326], [5.155, -7.568, -16.332], [5.778, -6.944, -14.772], [5.169, -5.826, -15.899], [7.532, -6.028, -15.743], [11.838, -3.865, -22.886], [10.764, -4.115, -23.782], [12.598, -4.646, -22.871], [12.384, -2.986, -23.230], [11.504, -3.662, -21.868], [10.601, -3.337, -24.320], [7.766, -12.462, -17.426], [8.082, -11.059, -17.602], [6.798, -12.693, -17.871], [8.504, -13.063, -17.958], [7.788, -12.597, -16.344], [7.268, -10.663, -17.282], [15.027, -6.704, -21.832], [14.040, -7.687, -21.987], [14.667, -5.692, -22.018], [15.502, -6.702, -20.851], [15.862, -6.871, -22.512], [13.460, -7.657, -21.223], [10.756, -3.853, -17.471], [11.958, -3.702, -16.806], [10.151, -4.629, -17.001], [10.195, -2.925, -17.356], [10.941, -4.086, -18.519], [12.517, -4.476, -16.912], [14.890, -9.749, -17.938], [15.252, -8.763, -18.849], [15.771, -10.196, -17.477], [14.281, -9.247, -17.185], [14.311, -10.540, -18.414], [14.418, -8.428, -19.184], [11.573, -6.526, -26.058], [12.581, -7.208, -26.759], [10.571, -6.666, -26.465], [11.585, -7.006, -25.079], [11.808, -5.472, -25.906], [12.318, -8.122, -26.627], [11.716, -14.347, -20.397], [11.856, -14.116, -21.789], [10.703, -14.217, -20.015], [11.978, -15.365, -20.109], [12.379, -13.735, -19.787], [11.651, -14.955, -22.208], [6.633, -8.287, -19.260], [7.588, -8.464, -18.234], [6.442, -9.290, -19.641], [5.717, -7.902, -18.811], [6.988, -7.703, -20.108], [7.345, -7.847, -17.539], [9.892, -5.899, -21.242], [10.101, -6.444, -22.529], [9.247, -6.565, -20.669], [10.923, -5.847, -20.892], [9.423, -4.916, -21.259], [10.396, -5.674, -23.019], [17.659, -9.848, -20.875], [17.691, -8.904, -19.788], [17.530, -9.437, -21.876], [18.528, -10.495, -20.759], [16.756, -10.448, -20.762], [16.839, -8.722, -19.386], [11.774, -15.535, -17.139], [10.741, -14.590, -17.354], [12.742, -15.034, -17.138], [11.626, -16.077, -16.205], [11.662, -16.246, -17.958], [9.914, -15.046, -17.186]],
  "lowdin_charge": [1.0602, 1.0149, 0.3128, -0.2566, -0.3023, -0.3350, -0.3373, 0.2706, -0.2719, -0.2609, -0.3487, -0.3478, 0.3740, -0.3263, -0.2778, -0.3206, -0.2829, -0.1384, -0.1398, 0.0770, 0.0830, 0.0839, 0.0308, -0.1019, -0.1492, 0.0864, 0.0842, 0.1012, 0.1224, -0.0782, -0.1636, 0.0834, 0.0675, 0.0879, 0.0396, -0.1508, -0.1311, 0.0797, 0.0807, 0.0657, 0.0687, -0.1624, -0.1130, 0.0741, 0.0524, 0.0810, 0.0742, -0.0224, -0.1782, 0.0843, 0.0696, 0.0934, 0.0318, -0.0567, -0.1763, 0.0832, 0.0961, 0.1004, 0.0384, -0.1203, -0.1325, 0.0856, 0.0814, 0.0849, 0.0983, -0.1378, -0.1192, 0.0843, 0.0867, 0.0731, 0.1031, -0.0439, -0.1832, 0.1071, 0.0724, 0.0990, 0.1108, -0.1532, -0.1083, 0.0518, 0.0688, 0.0880, -0.0055, -0.1753, -0.1184, 0.0585, 0.0830, 0.0744, 0.0300, -0.1321, -0.1378, 0.1005, 0.0701, 0.0587, 0.0395, -0.1838, -0.1301, 0.0787, 0.0626, 0.0623, -0.0136, -0.1416, -0.0836, 0.0668, 0.0749, 0.0822, 0.1153, -0.1157, -0.1530, 0.0758, 0.0808, 0.0819, 0.0180, -0.1160, -0.1229, 0.0760, 0.0787, 0.0912, 0.0340, -0.1369, -0.1460, 0.0730, 0.0746, 0.0542, -0.0017, -0.1133, -0.1359, 0.0827, 0.0864, 0.0801, 0.0976]
}

[2]
{
  "formula": "C19H76O19",
  "method": "ωB97M-V/def2-TZVPD",
  "lumo_energy_ev": 0.12,
  "de_lowest_kcal_mol": 81.01,
  "total_energy_ev": -59827.4930,
  "total_charge": 0,
  "orbital_gap_ev": 9.9,
  "largest_force_ev_per_a": 4.19,
  "species": ["C", "O", "H", "H", "H", "H", "C", "O", "H", "H", "H", "H", "C", "O", "H", "H", "H", "H", "C", "O", "H", "H", "H", "H", "C", "O", "H", "H", "H", "H", "C", "O", "H", "H", "H", "H", "C", "O", "H", "H", "H", "H", "C", "O", "H", "H", "H", "H", "C", "O", "H", "H", "H", "H", "C", "O", "H", "H", "H", "H", "C", "O", "H", "H", "H", "H", "C", "O", "H", "H", "H", "H", "C", "O", "H", "H", "H", "H", "C", "O", "H", "H", "H", "H", "C", "O", "H", "H", "H", "H", "C", "O", "H", "H", "H", "H", "C", "O", "H", "H", "H", "H", "C", "O", "H", "H", "H", "H", "C", "O", "H", "H", "H", "H"],
  "coordinates": [[-2.300, -0.809, 4.011], [-1.463, -0.346, 2.984], [-1.827, -1.452, 4.754], [-2.587, 0.003, 4.679], [-3.250, -1.263, 3.729], [-0.754, 0.149, 3.402], [3.607, 1.206, -1.636], [2.414, 0.721, -2.262], [3.826, 0.725, -0.682], [4.471, 0.847, -2.195], [3.542, 2.293, -1.590], [2.655, -0.157, -2.565], [4.687, 0.977, -5.236], [5.939, 0.262, -4.958], [4.388, 1.913, -4.764], [4.567, 1.259, -6.281], [3.834, 0.332, -5.021], [5.933, -0.215, -4.125], [0.930, -1.468, 5.826], [1.287, -2.357, 4.799], [1.811, -1.197, 6.408], [0.611, -0.578, 5.285], [0.040, -1.846, 6.330], [1.606, -1.886, 4.025], [-1.145, -3.259, -3.999], [-1.389, -3.257, -2.633], [-2.097, -3.251, -4.529], [-0.582, -2.432, -4.432], [-0.668, -4.144, -4.420], [-2.079, -2.590, -2.622], [-4.580, 1.299, 2.574], [-5.206, 0.205, 1.847], [-4.202, 0.981, 3.546], [-3.720, 1.666, 2.014], [-5.317, 2.075, 2.785], [-5.593, -0.471, 2.407], [3.517, 3.747, 2.059], [4.151, 3.634, 3.341], [3.334, 4.813, 1.918], [4.059, 3.385, 1.185], [2.508, 3.334, 2.069], [3.650, 4.275, 3.851], [3.021, -0.854, 2.205], [1.663, -0.851, 2.377], [3.370, 0.121, 2.546], [3.397, -1.711, 2.764], [3.240, -0.913, 1.139], [1.217, -0.691, 1.542], [0.792, 2.607, 5.294], [-0.552, 2.276, 5.057], [0.979, 3.680, 5.323], [1.114, 2.268, 6.279], [1.438, 2.190, 4.521], [-1.022, 2.811, 5.702], [-5.990, -4.029, 0.707], [-4.924, -3.268, 0.243], [-5.628, -4.768, 1.421], [-6.637, -3.392, 1.310], [-6.458, -4.618, -0.083], [-4.324, -2.886, 0.887], [-0.694, 1.101, -0.175], [0.633, 0.651, -0.138], [-1.264, 0.312, -0.666], [-1.175, 1.180, 0.800], [-0.917, 2.133, -0.447], [1.055, 0.592, -0.998], [1.880, -2.857, -2.600], [1.982, -1.914, -3.698], [1.084, -2.463, -1.968], [1.780, -3.884, -2.952], [2.777, -2.995, -1.996], [1.393, -2.191, -4.403], [-1.682, -3.076, 0.789], [-2.653, -2.296, 1.436], [-1.802, -4.090, 1.168], [-1.936, -3.156, -0.268], [-0.646, -2.743, 0.858], [-2.294, -1.428, 1.634], [0.192, 7.753, -0.645], [0.152, 7.267, -1.986], [1.246, 8.014, -0.557], [-0.495, 8.587, -0.500], [-0.053, 6.967, 0.069], [-0.701, 6.872, -2.179], [-0.604, 1.107, -4.356], [-1.169, 0.666, -5.638], [-0.703, 2.159, -4.088], [-0.861, 0.385, -3.581], [0.474, 0.988, -4.460], [-0.825, 1.266, -6.304], [-3.834, -0.597, -1.455], [-3.841, -1.882, -1.994], [-2.944, -0.108, -1.850], [-4.724, -0.020, -1.704], [-3.849, -0.610, -0.365], [-4.499, -2.299, -1.434], [2.124, -4.565, 0.677], [3.376, -5.131, 0.912], [2.168, -3.766, -0.063], [1.381, -5.290, 0.344], [1.744, -4.062, 1.566], [3.371, -5.540, 1.781], [5.728, -2.130, -1.948], [6.414, -1.192, -2.592], [5.570, -3.040, -2.527], [6.186, -2.320, -0.977], [4.717, -1.764, -1.768], [6.687, -0.473, -2.017], [-5.378, 3.805, -1.197], [-5.382, 4.992, -1.988], [-4.599, 3.054, -1.332], [-5.372, 4.117, -0.152], [-6.339, 3.309, -1.335], [-6.178, 5.510, -1.848]],
  "lowdin_charge": [-0.1658, -0.1122, 0.0761, 0.0692, 0.0816, 0.0688, -0.1155, -0.1303, 0.0670, 0.0607, 0.0937, 0.0433, -0.1419, -0.1178, 0.0637, 0.0705, 0.0591, 0.0080, -0.1571, -0.1306, 0.0815, 0.0546, 0.0801, 0.0174, -0.1919, -0.1056, 0.0894, 0.0595, 0.0839, 0.0355, -0.1203, -0.1312, 0.0509, 0.0764, 0.0725, 0.0693, -0.1543, -0.1256, 0.0735, 0.0731, 0.0670, 0.0634, -0.1539, -0.1401, 0.0842, 0.0899, 0.0752, 0.0565, -0.1738, -0.1119, 0.0741, 0.0802, 0.0749, 0.0803, -0.1514, -0.1316, 0.0750, 0.0750, 0.0872, 0.0424, -0.1483, -0.1156, 0.0609, 0.0610, 0.0836, 0.0324, -0.1331, -0.1334, 0.0764, 0.0923, 0.0459, 0.0556, -0.1144, -0.1430, 0.0900, 0.0592, 0.0813, 0.0411, -0.1580, -0.1334, 0.0796, 0.0736, 0.0693, 0.0688, -0.1257, -0.1328, 0.0776, 0.0650, 0.0582, 0.0630, -0.1600, -0.1148, 0.0621, 0.0816, 0.0617, 0.0510, -0.1770, -0.1032, 0.0513, 0.0845, 0.0744, 0.0800, -0.1931, -0.0983, 0.1009, 0.0957, 0.0553, 0.1081, -0.1585, -0.1285, 0.0734, 0.0680, 0.0740, 0.0725]
}

- Which formula does entry 2 have?
  C19H76O19